# 1
Density functional theory data (ωB97M-V/def2-TZVPD) for a molecular structure, C9H8F3O7S2V.

```
30
Properties=species:S:1:pos:R:3
C 1.3615 4.4405 1.7453
H 2.4253 0.2918 3.9126
C -1.1485 2.2748 -2.3586
S -1.9420 -0.8833 1.4487
H 2.6487 -1.4036 3.3695
O 0.7971 1.5083 -1.1309
F -2.3015 1.7603 -2.7370
H 1.0215 -0.6415 3.2565
C 0.7684 2.1461 2.1666
F -1.3519 3.1735 -1.4077
O -0.3856 -0.0759 -2.1387
H -0.5493 3.7892 2.4978
C -0.1494 1.1815 -1.8578
H 3.3363 4.8068 0.9793
O -1.2838 -0.6847 2.7242
O 1.3970 -0.5884 0.7301
V -0.1965 -0.2043 -0.2430
O -1.7077 0.4638 0.5963
O -1.0912 -1.7712 0.5093
C 0.4368 3.4880 2.1694
C 2.0377 1.7869 1.7164
O -3.3164 -1.2488 1.4652
C 2.6247 4.0632 1.3117
H 0.0543 1.3991 2.5018
S 2.4889 0.1074 1.5807
C 2.1030 -0.4764 3.2130
H 3.9356 2.3991 0.9150
F -0.5648 2.8757 -3.4116
C 2.9681 2.7171 1.2825
H 1.0921 5.4889 1.7490
```

Calculated values
Max |F|   1.53 eV/Å
Energy relative to the best compared isomer or geometry (same formula, charge and spin)   19.17 kcal/mol
Orbital gap (spin up / spin down)   9.292 / 9.687 eV
HOMO level (spin up / spin down)   -9.8 / -10.3 eV
⟨S²⟩   2.01
2S+1   3
LUMO (spin up / spin down)   -0.017 / -0.022 Ha


# 2
Density functional theory data (ωB97M-V/def2-TZVPD) for 2 unconnected molecules or ions with the total composition C2H2ClNO.

```
7
Properties=species:S:1:pos:R:3
C 2.1949 0.1191 0.3148
N 1.0344 0.1139 0.1215
Cl -2.7760 -0.4912 0.6865
H -2.1731 0.4185 -1.2793
O 3.3543 0.2763 0.3321
H 0.0516 -0.0799 0.3549
C -1.6861 -0.3566 -0.5305
```

Calculated values
Max |F|   2.39 eV/Å
Energy relative to the best compared isomer or geometry (same formula, charge and spin)   68.58 kcal/mol
Orbital gap   8.270 eV
HOMO level   -9.9 eV
LUMO   -0.060 Ha


# 3
Density functional theory data (ωB97M-V/def2-TZVPD) for a gas-phase ion, C12H29BFNO3PS (charge +1).

```
49
Properties=species:S:1:pos:R:3
H 6.6053 -0.2329 1.0183
B -3.9793 -1.0478 -1.6580
H -5.9017 -1.2860 -2.4325
H 4.9752 -0.8961 0.8407
P -3.7637 0.0074 0.0165
H 7.0144 -1.6305 -1.2724
H -0.7819 0.2685 -0.9179
H -2.6476 1.9523 0.7854
C -1.0460 0.6845 0.0553
O -3.0120 -1.9821 -1.7159
C -2.4638 1.2738 -0.0527
O -6.6449 0.5384 -0.3662
H 6.1593 0.3113 -1.6142
H -2.5562 -1.3686 1.5238
C 5.8790 -0.6115 0.2979
N -5.0051 -0.8522 -2.6283
H -5.5523 -1.9573 1.0308
H 0.3938 2.2279 -0.4624
C 2.1463 0.4427 0.5417
H 2.7160 2.1703 -0.5774
C 1.0987 1.2477 1.3207
H -3.7901 -0.4284 2.3266
H -0.9960 -0.1098 0.7996
H 3.8172 1.7777 0.7261
H 7.2046 -2.3413 0.3315
H 5.9542 1.4742 -0.3394
H -5.1748 0.1118 -2.8925
H 3.7143 -0.3829 -1.3052
H -3.3240 -2.7996 -2.1413
H 1.5835 2.0955 1.8102
F -5.2210 2.4691 -0.1581
H 4.0535 1.1532 -2.0615
C 4.1114 0.6183 -1.1114
C -0.0300 1.7789 0.4379
C -4.5807 -2.2415 1.4376
S -5.6074 1.0776 0.4336
O -5.7233 1.1943 1.8388
H 5.7305 -2.6165 -0.5604
C 3.2234 1.3383 -0.0787
H -4.7026 -2.6198 2.4485
C -3.5985 -1.0583 1.4534
H 1.6553 -0.1314 -0.2506
H -4.1786 -3.0497 0.8280
H 0.6901 0.6347 2.1299
C 5.5823 0.5168 -0.7088
H 2.6368 -0.2596 1.2186
H -0.5472 2.5753 0.9792
H -2.6097 1.8305 -0.9796
C 6.4941 -1.8670 -0.3450
```

Calculated values
Max |F|   1.27 eV/Å
Charge   +1
Orbital gap   8.592 eV
HOMO level   -12.6 eV
LUMO   -0.148 Ha